No. 1
A structure of composition C18H35GaO10 at a distorted geometry. Source: the Open Molecules 2025 dataset; level of theory: ωB97M-V/def2-TZVPD.

Properties
* HOMO level: 0.41 eV
* 2S+1: 1
* total charge: -2

Each line ends with the natural charge from an NBO analysis.
Geometry (Å):
O (1.741, -2.163, -0.520)  -0.68
C (1.346, -1.241, 0.252)  0.79
O (0.856, -0.027, -0.375)  -0.76
C (1.384, -1.459, 1.804)  -1.00
Ga (2.580, -0.072, 2.795)  1.16
O (4.202, -0.846, 3.483)  -1.17
C (1.471, 0.494, 4.485)  0.42
O (2.169, 0.838, 5.501)  -0.81
O (0.085, 0.502, 4.488)  -0.95
H (-0.065, -0.270, -0.619)  0.48
H (0.320, -1.335, 2.202)  0.25
H (1.742, -2.503, 2.064)  0.24
H (2.962, 1.202, 1.887)  -0.39
H (3.907, -1.634, 3.983)  0.45
C (-2.271, 1.985, -2.904)  -0.72
C (-0.986, 1.454, -3.486)  0.59
O (-0.674, 0.287, -3.364)  -0.54
C (-0.108, 2.430, -4.222)  -0.73
H (-2.802, 1.174, -2.402)  0.23
H (-2.053, 2.766, -2.173)  0.24
H (-2.904, 2.380, -3.701)  0.22
H (0.205, 3.231, -3.549)  0.24
H (-0.648, 2.844, -5.077)  0.24
H (0.781, 1.913, -4.587)  0.24
C (-2.926, 1.081, -6.926)  -0.72
C (-3.162, 2.521, -7.298)  0.59
O (-2.602, 3.424, -6.710)  -0.54
C (-4.120, 2.798, -8.427)  -0.72
H (-2.216, 1.031, -6.099)  0.25
H (-3.864, 0.620, -6.609)  0.23
H (-2.509, 0.540, -7.778)  0.23
H (-5.111, 2.413, -8.177)  0.23
H (-3.756, 2.333, -9.346)  0.23
H (-4.192, 3.875, -8.584)  0.23
C (2.378, -5.034, 5.712)  -0.72
C (1.536, -4.055, 4.934)  0.58
O (2.025, -3.331, 4.096)  -0.50
C (0.062, -4.010, 5.238)  -0.72
H (3.417, -4.955, 5.387)  0.23
H (2.326, -4.804, 6.778)  0.22
H (2.030, -6.053, 5.528)  0.21
H (-0.093, -3.734, 6.283)  0.23
H (-0.390, -4.984, 5.032)  0.20
H (-0.414, -3.260, 4.604)  0.26
C (4.772, -1.619, -3.228)  -0.72
C (3.931, -0.625, -3.985)  0.61
O (4.426, 0.123, -4.812)  -0.59
C (2.460, -0.594, -3.679)  -0.72
H (5.812, -1.531, -3.549)  0.21
H (4.716, -1.413, -2.157)  0.26
H (4.425, -2.633, -3.435)  0.22
H (2.305, -0.346, -2.626)  0.28
H (2.014, -1.564, -3.907)  0.23
H (1.978, 0.166, -4.294)  0.21
C (-2.301, 1.226, 6.904)  -0.75
C (-3.434, 1.986, 6.279)  0.61
O (-4.595, 1.632, 6.416)  -0.60
C (-3.080, 3.207, 5.473)  -0.72
H (-2.698, 0.371, 7.455)  0.21
H (-1.625, 0.859, 6.123)  0.33
H (-1.759, 1.870, 7.600)  0.22
H (-2.438, 2.924, 4.635)  0.27
H (-2.572, 3.937, 6.107)  0.22
H (-3.993, 3.658, 5.079)  0.21

---

No. 2
A cluster of 2 separate species, C18H35N2O6P in total at a distorted geometry. Source: the Open Molecules 2025 dataset; level of theory: ωB97M-V/def2-TZVPD.

Properties
* HOMO level: -8.66 eV
* 2S+1: 1
* SMILES string: CC(C)=CCC/C(C)=C/COP(=O)(O)O.CNC(=O)[C@@H](NC(C)=O)C(C)C
* total charge: 0

Each line ends with the natural charge from an NBO analysis.
Geometry (Å):
C (4.653, -6.660, -1.852)  -0.66
C (4.918, -5.255, -2.335)  0.04
C (6.264, -4.648, -2.027)  -0.64
C (3.985, -4.512, -3.040)  -0.21
C (2.633, -5.004, -3.510)  -0.44
C (1.491, -4.118, -2.992)  -0.42
C (1.556, -2.683, -3.476)  0.04
C (1.728, -2.410, -4.956)  -0.66
C (1.400, -1.669, -2.548)  -0.22
C (1.351, -0.205, -2.872)  -0.11
O (0.890, 0.461, -1.702)  -0.79
P (0.619, 2.034, -1.944)  2.52
O (1.334, 2.600, -3.100)  -1.15
O (1.160, 2.797, -0.677)  -0.97
O (-0.901, 2.328, -2.200)  -0.96
H (3.633, -6.760, -1.470)  0.22
H (5.339, -6.919, -1.040)  0.21
H (4.799, -7.372, -2.670)  0.22
H (6.416, -4.599, -0.945)  0.21
H (7.059, -5.260, -2.464)  0.21
H (6.350, -3.634, -2.431)  0.21
H (4.261, -3.502, -3.331)  0.19
H (2.452, -6.032, -3.187)  0.21
H (2.623, -5.016, -4.604)  0.21
H (0.541, -4.546, -3.326)  0.21
H (1.493, -4.150, -1.897)  0.21
H (2.714, -2.748, -5.288)  0.22
H (1.642, -1.350, -5.202)  0.22
H (0.964, -2.951, -5.523)  0.22
H (1.268, -1.935, -1.503)  0.21
H (0.666, -0.027, -3.710)  0.20
H (2.350, 0.145, -3.156)  0.20
H (2.096, 2.575, -0.727)  0.51
H (-0.840, 3.230, -2.531)  0.51
C (-2.043, 4.352, -0.076)  -0.42
N (-2.318, 4.063, 1.326)  -0.61
C (-2.797, 2.908, 1.812)  0.66
O (-2.989, 1.929, 1.103)  -0.64
C (-3.125, 2.868, 3.314)  -0.12
N (-2.745, 4.131, 3.990)  -0.63
C (-1.957, 4.285, 5.052)  0.68
C (-1.284, 3.083, 5.683)  -0.72
O (-1.772, 5.399, 5.513)  -0.63
C (-4.624, 2.535, 3.540)  -0.22
C (-4.849, 1.018, 3.577)  -0.61
C (-5.217, 3.103, 4.842)  -0.60
H (-0.973, 4.258, -0.260)  0.20
H (-2.585, 3.652, -0.715)  0.24
H (-2.357, 5.369, -0.315)  0.20
H (-2.127, 4.792, 1.994)  0.40
H (-2.538, 2.047, 3.721)  0.23
H (-3.204, 4.977, 3.689)  0.40
H (-0.610, 2.626, 4.961)  0.23
H (-0.716, 3.414, 6.551)  0.25
H (-2.040, 2.365, 6.000)  0.22
H (-5.204, 2.953, 2.717)  0.20
H (-4.503, 0.564, 2.648)  0.24
H (-4.306, 0.575, 4.413)  0.20
H (-5.912, 0.802, 3.684)  0.21
H (-5.208, 4.193, 4.823)  0.21
H (-6.254, 2.784, 4.946)  0.22
H (-4.649, 2.749, 5.702)  0.20

---

No. 3
A structure of composition C18H35N4O2PdS2 at a distorted geometry. Source: the Open Molecules 2025 dataset; level of theory: ωB97M-V/def2-TZVPD.

Properties
* HOMO level (alpha / beta): -15.74 / -17.94 eV
* 2S+1: 5
* total charge: +3

Each line ends with the Mulliken spin population.
Geometry (Å):
Pd (-0.601, -0.224, -0.755)  0.89
C (1.842, -2.562, 3.136)  0.07
C (2.563, -1.255, 3.484)  -0.02
N (3.941, -1.279, 3.002)  0.63
C (4.982, -1.576, 3.999)  -0.01
C (5.655, -2.927, 3.725)  0.08
C (4.326, -1.000, 1.695)  -0.05
O (5.526, -1.008, 1.452)  0.30
C (3.445, -0.628, 0.500)  -0.03
C (4.163, -0.268, -0.771)  -0.01
C (3.489, 0.074, -1.875)  0.01
C (2.019, 0.085, -1.839)  -0.05
N (1.395, -0.224, -0.755)  0.06
C (2.084, -0.579, 0.446)  -0.08
H (0.798, -2.520, 3.511)  0.00
H (2.358, -3.410, 3.634)  0.00
H (1.833, -2.778, 2.051)  0.01
H (2.527, -1.202, 4.593)  0.01
H (2.060, -0.317, 3.178)  0.02
H (4.563, -1.651, 5.025)  0.00
H (5.735, -0.758, 4.021)  0.04
H (4.896, -3.737, 3.750)  0.00
H (6.413, -3.129, 4.510)  0.00
H (6.167, -2.952, 2.743)  0.00
H (5.248, -0.271, -0.822)  0.00
H (4.016, 0.336, -2.787)  0.00
H (1.458, 0.348, -2.729)  0.00
H (1.443, -0.805, 1.265)  0.05
C (0.096, 6.082, -0.411)  0.00
N (0.126, 4.639, -0.386)  0.06
C (-0.808, 3.787, -0.861)  -0.07
N (-1.910, 4.310, -1.429)  0.03
S (-0.601, 2.145, -0.755)  0.84
H (1.014, 6.459, 0.044)  0.00
H (-0.772, 6.435, 0.152)  0.00
H (0.025, 6.424, -1.447)  0.00
H (0.936, 4.189, 0.026)  0.00
H (-2.093, 5.300, -1.466)  0.00
H (-2.625, 3.682, -1.772)  0.00
C (-5.075, 2.354, -0.993)  -0.01
C (-5.393, 0.949, -1.486)  0.01
C (-4.782, -0.146, -0.617)  0.07
S (-2.970, -0.224, -0.755)  0.29
O (-2.459, -1.077, 0.367)  0.25
C (-2.859, -1.185, -2.299)  0.05
C (-3.098, -2.677, -2.094)  0.01
C (-2.987, -3.436, -3.407)  0.00
H (-5.599, 3.094, -1.607)  0.00
H (-4.004, 2.571, -1.055)  0.01
H (-5.396, 2.489, 0.045)  0.00
H (-5.074, 0.852, -2.529)  0.00
H (-6.483, 0.826, -1.478)  0.00
H (-5.207, -1.119, -0.874)  0.01
H (-5.016, 0.042, 0.437)  0.00
H (-1.845, -1.026, -2.680)  -0.01
H (-3.553, -0.765, -3.033)  0.00
H (-4.087, -2.862, -1.662)  0.00
H (-2.364, -3.084, -1.388)  0.00
H (-3.733, -3.084, -4.127)  0.00
H (-3.153, -4.505, -3.242)  0.00
H (-1.994, -3.311, -3.851)  0.00
H (-0.601, -1.915, -0.755)  0.51

---

Look up the total charge of the third one. +3